Here is 5 unconnected molecules or ions with the total composition C10H31NO5 from the Open Molecules 2025 dataset. Energies are from the ωB97M-V functional and the def2-TZVPD basis.

Last column: natural (NBO) charge in e.
Cartesian coordinates (Å):
C -0.95892 1.75708 -0.90043  -0.631
C -2.02831 0.67180 -0.98409  0.088
C -2.59162 0.55966 -2.40749  -0.655
O -1.64073 -0.62919 -0.63082  -0.770
H -0.04078 1.45779 -1.40593  0.204
H -0.71887 1.96536 0.14221  0.204
H -1.31207 2.73903 -1.21534  0.241
H -2.80119 1.15059 -0.38282  0.168
H -2.49550 1.53979 -2.87462  0.228
H -3.61526 0.19168 -2.47710  0.223
H -2.05547 -0.08387 -3.10499  0.208
H -2.16444 -1.19773 -1.20012  0.504
C 2.07626 -1.93908 0.41063  -0.595
C 1.32664 -1.87155 1.75159  -0.105
C 1.35333 -0.53297 2.53983  -0.069
O 2.59559 0.11789 2.66227  -0.502
C 3.69292 -0.66113 3.14008  -0.261
N -0.03280 -2.36581 1.36969  -0.284
H 3.07141 -1.56494 0.65103  0.281
H 1.52342 -1.34558 -0.31754  0.233
H 2.25323 -2.94438 0.02832  0.243
H 1.85914 -2.60312 2.35933  0.245
H 0.91226 -0.82336 3.49336  0.188
H 0.62334 0.12711 2.07130  0.204
H 3.49263 -1.00796 4.15383  0.185
H 4.65831 -0.15958 3.07261  0.230
H 3.81392 -1.61110 2.61948  0.148
H -0.39194 -1.54748 0.89910  0.422
H -0.14878 -3.12904 0.71842  0.413
C 2.46969 4.12309 -1.41988  -0.243
O 3.32726 4.70394 -2.39911  -0.716
H 1.64997 3.58731 -1.89853  0.151
H 3.05850 3.34100 -0.94059  0.154
H 2.10164 4.85249 -0.69835  0.193
H 3.75101 3.99508 -2.88854  0.463
C -1.85813 0.87857 2.80071  -0.235
O -2.24535 1.37005 4.07209  -0.718
H -1.07510 1.36454 2.21864  0.160
H -1.44535 -0.09121 3.07864  0.136
H -2.71222 0.59384 2.18624  0.186
H -1.88796 0.87952 4.81590  0.479
C -2.28863 -2.81908 -3.90349  -0.282
O -3.47073 -2.41121 -3.14850  -0.733
H -1.39463 -2.34034 -3.50390  0.154
H -2.10088 -3.89198 -3.86167  0.189
H -2.11222 -2.45904 -4.91707  0.196
H -4.02258 -1.93650 -3.77437  0.481

Atomic forces in eV per Å
0.8 -0.7 0.7
-0.8 1.8 -2.1
0.0 0.9 -0.7
0.8 -0.5 1.5
0.1 0.2 -0.2
0.3 -0.3 0.2
-0.2 -0.3 -0.6
-0.6 -1.0 0.5
-0.5 0.1 0.0
-0.1 0.3 0.4
0.6 -0.2 0.5
-0.1 -0.4 0.0
-0.1 0.2 -0.7
0.3 -1.9 1.1
-0.5 -0.5 -0.4
-0.1 -0.4 -0.8
-0.5 -1.1 0.5
2.7 2.4 -0.4
-0.1 0.5 -0.2
0.5 0.2 -0.2
-0.4 -0.1 0.1
-0.3 -0.4 0.1
0.2 0.2 0.5
0.4 0.5 0.0
0.1 0.4 0.4
-0.5 0.5 0.0
0.0 0.0 -0.6
-1.9 0.7 -0.2
0.1 -1.1 0.4
0.8 -1.0 -0.6
-0.4 0.6 0.2
-0.4 0.3 0.0
-0.1 0.0 0.7
0.2 0.1 -0.3
0.0 0.0 0.0
0.1 -2.4 1.3
-0.5 1.5 -0.5
-0.3 0.9 0.4
0.4 -0.6 -0.7
-0.2 0.7 -0.1
0.2 -0.1 -0.4
0.9 0.4 0.7
1.3 -0.4 -1.2
0.1 0.0 1.0
-0.5 0.0 0.0
-1.4 -0.1 -0.4
-0.3 0.0 0.1

- total charge = +1
- <S²> = 0.754
- molar mass (g/mol) = 245.4
- ΔE to the lowest compared entry with this formula, charge and spin (eV) = 0.2260
- 2S+1 = 2

---

Here is 6 unconnected molecules or ions with the total composition C4H19N2O6S from the Open Molecules 2025 dataset. Energies are from the ωB97M-V functional and the def2-TZVPD basis.

Last column: natural (NBO) charge in e.
Cartesian coordinates (Å):
C -1.07373 2.80124 0.71050  -0.605
C -0.69776 1.48585 0.20999  -0.132
C -0.12239 1.63328 -1.20185  -0.533
S -1.07593 0.78930 -2.57130  -0.714
N -2.02720 0.77820 0.24117  -0.642
C -1.93481 -0.52163 0.73668  0.810
N -3.13936 -1.36669 0.26626  -0.868
O -1.29366 -0.83496 1.82810  -0.699
H -2.05398 3.24468 0.31348  0.210
H -1.50608 2.85402 1.76163  0.210
H -0.31053 3.63697 0.57768  0.202
H 0.10383 1.00218 0.80694  0.224
H 0.98654 1.40320 -1.17276  0.196
H -0.15378 2.78874 -1.61786  0.192
H -2.46752 0.90260 -0.66142  0.425
H -2.80374 -2.20249 -0.18197  0.376
H -3.55329 -0.95688 -0.57602  0.360
H 0.87906 -0.83397 2.77381  0.489
H 2.25894 -0.56565 2.95330  0.456
O 1.41611 -0.28880 3.32424  -0.942
H 0.63440 -0.97444 -3.17643  0.493
H 1.98387 -0.22875 -3.29142  0.472
O 1.50247 -1.09877 -3.40874  -0.980
H 1.18752 -1.48217 0.00672  0.479
H 1.79683 -2.51473 0.73511  0.453
O 1.92628 -1.57196 0.59251  -0.937
H 0.45875 -3.07790 -1.10086  0.484
H 0.01851 -3.22516 0.40885  0.466
O -0.21880 -3.35017 -0.46817  -0.947
H 2.59960 0.76963 1.14776  0.515
H 3.39945 0.18553 -0.35842  0.507
O 3.28039 0.81969 0.39247  -1.021

Atomic forces in eV per Å
-1.6 4.6 2.2
-0.7 -0.1 -0.5
0.6 2.2 -2.7
0.5 -0.2 0.5
2.8 -2.4 1.1
-2.4 -0.3 3.4
2.1 1.3 0.0
-1.7 0.5 -5.2
1.4 -0.9 -0.8
1.4 -0.6 -0.5
-0.7 -1.2 0.3
-1.1 0.0 0.1
-1.2 0.0 -0.2
0.1 -2.6 1.6
0.1 -0.4 -0.5
0.7 -0.9 0.6
0.2 0.7 0.4
-1.7 -0.4 -0.7
0.5 0.3 0.3
1.1 0.3 0.3
-3.7 1.3 1.0
-1.4 -1.5 -0.2
5.1 0.2 -0.8
-0.9 1.2 -0.8
0.8 -0.3 0.5
0.2 -1.0 0.4
0.0 0.0 0.4
0.8 0.6 2.3
-1.1 -0.7 -2.9
1.3 -1.1 -2.7
-1.4 0.3 2.0
0.2 1.0 0.8

- total charge = -1
- molar mass (g/mol) = 223.3
- ΔE to the lowest compared entry with this formula, charge and spin (eV) = 3.6484
- 2S+1 = 1

---

Here is a molecular structure, C21H20N3S2Tl from the Open Molecules 2025 dataset. Energies are from the ωB97M-V functional and the def2-TZVPD basis.

Last column: Löwdin charge in e.
Cartesian coordinates (Å):
Tl -0.08828 -0.45148 -0.87990  1.046
S -4.09272 -1.76822 0.96675  1.046
C -3.09509 -3.15392 0.88768  -0.409
C -1.85650 -2.86431 0.40041  -0.207
C -1.69917 -1.48967 0.07603  -0.317
C -2.83834 -0.77257 0.32200  -0.525
C -2.98419 0.66916 0.10568  -0.285
C -4.08865 1.39456 0.54916  -0.021
C -4.10983 2.76566 0.37156  -0.050
C -3.02772 3.38937 -0.23022  -0.051
C -1.97256 2.59888 -0.64822  -0.109
N -1.95717 1.27756 -0.50750  0.049
H -3.47233 -4.11085 1.21194  0.067
H -1.08057 -3.60782 0.28568  0.101
H -4.90603 0.88945 1.04598  0.098
H -4.95608 3.34546 0.71608  0.112
H -2.99504 4.46065 -0.36686  0.106
H -1.09789 3.03662 -1.11535  0.117
S 1.90612 1.78145 3.09977  0.502
C 1.36752 1.18978 1.70409  -0.988
N 0.97950 0.76829 0.68001  -0.046
N 2.22459 -1.87309 -0.25289  0.157
C 3.28454 -1.47173 -0.06877  -0.144
C 4.57999 -0.95551 0.24120  -0.216
C 4.83500 -0.51445 1.54083  -0.018
C 6.07709 0.01627 1.84117  -0.059
C 7.05231 0.10771 0.85731  -0.071
C 6.79160 -0.32577 -0.43538  -0.075
C 5.55337 -0.85610 -0.75198  -0.029
H 4.05522 -0.56773 2.28871  0.107
H 6.27984 0.37007 2.84264  0.111
H 8.02055 0.52747 1.09724  0.106
H 7.55344 -0.24503 -1.19924  0.106
H 5.33472 -1.19266 -1.75657  0.118
C -1.29723 0.11157 -3.98542  -0.096
C 0.05121 0.77927 -3.72544  -0.534
C 0.79774 0.98967 -5.04219  -0.089
C 0.91642 -0.02981 -2.75651  -0.277
H -1.86737 0.65619 -4.74013  0.081
H -1.91025 0.06227 -3.08124  0.048
H -1.15291 -0.90959 -4.34980  0.087
H -0.13480 1.76415 -3.28200  0.116
H 0.96696 0.03189 -5.54141  0.083
H 1.77018 1.45594 -4.87355  0.077
H 0.22752 1.62648 -5.72144  0.076
H 1.84712 0.49013 -2.52888  0.048
H 1.17988 -0.99568 -3.19351  0.050

Atomic forces in eV per Å
0.1 0.0 -0.3
0.1 0.0 -0.1
0.0 0.0 0.0
0.0 0.0 0.0
0.0 0.0 0.0
0.1 -0.2 0.0
0.0 0.2 0.1
0.0 0.0 0.0
0.0 -0.1 0.0
0.0 0.0 0.0
0.0 0.0 -0.1
-0.1 -0.1 0.1
0.0 0.0 0.0
0.0 0.0 0.0
0.0 0.0 0.0
0.0 0.0 0.0
0.0 0.0 0.0
0.0 0.0 0.0
0.2 0.1 0.3
-0.2 -0.1 -0.3
0.0 0.1 0.0
-0.1 -0.2 -0.2
-0.2 -0.1 0.1
0.2 0.2 0.1
-0.1 0.0 -0.1
0.0 0.0 0.0
0.0 0.0 0.0
0.0 0.0 0.0
0.0 0.0 0.0
0.0 0.0 0.0
0.0 0.0 0.0
0.0 0.0 0.0
0.0 0.0 0.0
0.0 0.0 0.0
0.0 0.0 0.0
0.0 -0.1 0.0
0.0 0.0 0.0
-0.1 0.1 0.1
0.0 0.0 0.0
0.0 0.0 0.0
0.0 0.0 0.0
0.0 0.0 0.0
0.0 0.0 0.0
0.0 0.0 0.0
0.0 0.0 0.0
0.0 0.0 0.1
0.0 0.0 0.0

- molar mass (g/mol) = 582.9
- E (eV) = -52934.9886
- 2S+1 = 1

---

Here is a molecular structure, C5H11NO2 from the Open Molecules 2025 dataset. Energies are from the ωB97M-V functional and the def2-TZVPD basis.

Last column: natural (NBO) charge in e.
Cartesian coordinates (Å):
C 1.89301 0.67300 -0.38783  -0.672
C -0.38449 1.00875 -0.39345  0.724
N -0.46378 1.85260 0.68984  -0.847
O -0.73994 1.20158 -1.53346  -0.626
H -0.48947 1.40873 1.59636  0.418
H 0.03161 2.72671 0.60239  0.385
H 2.22827 0.79353 0.64198  0.199
H 1.79523 1.62252 -0.91609  0.223
H 2.67068 0.16059 -0.95176  0.206
C -1.79839 -1.23186 -0.38588  -0.629
C -0.56846 -0.64384 0.25798  0.104
C 0.73835 -0.90708 -0.29274  -0.332
O -0.66255 -0.61073 1.66382  -0.728
H -0.10511 -1.30389 2.03717  0.475
H -2.68757 -0.74162 0.00576  0.226
H -1.85999 -2.30056 -0.17454  0.203
H -1.77183 -1.07153 -1.45823  0.236
H 1.42458 -1.46422 0.33864  0.200
H 0.74983 -1.17268 -1.33997  0.237

Atomic forces in eV per Å
0.4 -3.0 0.3
-5.3 -2.4 2.3
0.9 0.3 -0.9
1.5 0.4 0.1
0.4 0.0 -0.1
-0.2 0.2 0.2
0.0 0.2 -0.1
-0.9 -0.2 0.2
0.3 -0.1 0.1
0.2 -0.2 0.1
-0.9 3.7 -1.4
3.5 2.0 -0.5
0.3 0.0 0.0
0.0 0.1 0.0
0.0 0.0 0.1
-0.1 -0.1 -0.1
0.0 0.0 -0.1
0.1 -0.4 -0.2
-0.1 -0.3 0.0

- molar mass (g/mol) = 117.1
- ΔE to the lowest compared entry with this formula, charge and spin (eV) = 3.5866
- 2S+1 = 1